{
  "formula": "C26H46BBrFNO7P",
  "method": "ωB97M-V with the def2-TZVPD basis set",
  "symbols": ["C", "C", "N", "C", "C", "C", "C", "F", "C", "C", "C", "C", "O", "C", "Br", "C", "P", "O", "O", "C", "B", "C", "O", "H", "H", "H", "H", "H", "H", "H", "H", "H", "H", "H", "H", "H", "H", "H", "H", "H", "H", "H", "H", "H", "H", "C", "C", "C", "O", "C", "H", "H", "H", "H", "H", "H", "H", "H", "C", "C", "C", "O", "C", "H", "H", "H", "H", "H", "H", "H", "H", "C", "C", "C", "O", "C", "H", "H", "H", "H", "H", "H", "H", "H"],
  "positions_angstrom": [[0.8967, -2.8319, 4.9298], [1.4773, -3.3708, 3.8342], [1.1204, -2.9284, 2.4732], [1.6183, -1.6831, 2.0955], [2.5302, -0.7901, 2.9740], [4.0442, -0.8890, 2.4900], [4.9560, -1.4936, 3.6223], [4.5412, 0.4229, 2.2664], [1.2672, -1.1544, 0.7668], [1.7505, 0.2580, 0.2851], [0.5259, 1.2670, 0.4949], [0.9812, 2.7308, 0.8308], [-0.1467, 3.4197, 1.4242], [0.4449, -1.9381, -0.1616], [0.0724, -1.1873, -1.8976], [-0.0529, -3.2672, 0.2980], [-1.1394, -4.2626, -0.8886], [-0.2610, -4.5990, -2.3111], [-2.3453, -3.2181, -1.4499], [0.3331, -3.7250, 1.6400], [-0.1966, -5.2052, 2.1051], [0.7501, -6.2913, 2.8210], [-1.5105, -5.6238, 1.8862], [0.2445, -1.9274, 4.8485], [1.1235, -3.2920, 5.9145], [2.2286, -4.1800, 3.9676], [2.1913, 0.2660, 2.8378], [2.4938, -1.0100, 4.0642], [4.0776, -1.5039, 1.5500], [5.9937, -1.5999, 3.2010], [4.9936, -0.8086, 4.5072], [4.6167, -2.5280, 3.9007], [2.1012, 0.2446, -0.7789], [2.5904, 0.6646, 0.8975], [-0.1849, 1.2091, -0.3730], [-0.0383, 0.8962, 1.4037], [1.2586, 3.3420, -0.0638], [1.7878, 2.7369, 1.6135], [-0.6135, 2.8322, 2.0402], [0.6438, -4.8324, -2.0282], [-2.3130, -3.1949, -2.4288], [0.2733, -7.3014, 2.8875], [1.7416, -6.4145, 2.2982], [0.9355, -5.9725, 3.8883], [-2.0503, -4.8559, 1.6097], [-2.7600, 6.0793, 4.2879], [-1.6308, 5.9985, 3.2777], [-0.4527, 5.6151, 4.1509], [-0.9773, 4.8373, 5.2366], [-2.4070, 4.9506, 5.2412], [-3.7522, 5.9710, 3.8493], [-2.7211, 7.0384, 4.8122], [-1.8351, 5.2020, 2.5562], [-1.4679, 6.9244, 2.7260], [0.0330, 6.5001, 4.5754], [0.2961, 5.0330, 3.6108], [-2.8208, 3.9961, 4.8960], [-2.7574, 5.1336, 6.2584], [-1.9428, 3.0950, -4.1363], [-0.8176, 3.0471, -5.1531], [0.3766, 2.6923, -4.2855], [-0.1228, 1.8975, -3.1987], [-1.5580, 1.9745, -3.1891], [-2.9334, 2.9622, -4.5706], [-1.9260, 4.0532, -3.6089], [-1.0056, 2.2479, -5.8760], [-0.6817, 3.9786, -5.7025], [0.8405, 3.5887, -3.8612], [1.1388, 2.1309, -4.8294], [-1.9490, 1.0120, -3.5359], [-1.9093, 2.1464, -2.1691], [-0.7240, -2.1938, -6.5895], [-1.5296, -2.8269, -5.4704], [-2.1743, -1.6129, -4.8244], [-2.3587, -0.6421, -5.8572], [-1.6312, -1.0563, -7.0229], [-0.4845, -2.8802, -7.4014], [0.2140, -1.7938, -6.1920], [-2.2998, -3.4799, -5.8905], [-0.9289, -3.4137, -4.7727], [-1.5196, -1.1728, -4.0636], [-3.1383, -1.8439, -4.3629], [-2.3571, -1.3903, -7.7710], [-1.0777, -0.2086, -7.4302]],
  "lowdin_charge": [0.09, -0.14, 0.03, -0.06, -0.05, -0.32, -0.04, -0.04, -0.13, -0.16, -0.16, -0.21, -0.10, -0.47, 0.97, -0.24, 0.93, -0.30, -0.31, -0.02, -0.43, -0.02, 0.11, 0.10, 0.10, 0.13, 0.13, 0.11, 0.15, 0.09, 0.10, 0.08, 0.10, 0.09, 0.08, 0.12, 0.13, 0.12, 0.08, 0.06, 0.04, 0.08, 0.08, 0.07, 0.09, -0.17, -0.18, -0.21, -0.15, -0.21, 0.11, 0.12, 0.10, 0.12, 0.12, 0.10, 0.11, 0.12, -0.16, -0.16, -0.20, -0.20, -0.21, 0.12, 0.12, 0.11, 0.12, 0.12, 0.12, 0.09, 0.12, -0.16, -0.17, -0.23, -0.14, -0.19, 0.12, 0.12, 0.12, 0.10, 0.03, 0.12, 0.12, 0.12],
  "total_energy_ev": -126247.9449,
  "charge": 1,
  "lumo_energy_ev": -4.45,
  "fmax_ev_per_a": 3.694
}

{
  "formula": "C26H46Cl18O4",
  "method": "ωB97M-V with the def2-TZVPD basis set",
  "symbols": ["C", "O", "C", "C", "C", "C", "C", "C", "O", "O", "C", "O", "H", "H", "H", "H", "H", "H", "H", "H", "H", "H", "Cl", "C", "C", "Cl", "H", "H", "H", "H", "Cl", "C", "C", "Cl", "H", "H", "H", "H", "Cl", "C", "C", "Cl", "H", "H", "H", "H", "Cl", "C", "C", "Cl", "H", "H", "H", "H", "Cl", "C", "C", "Cl", "H", "H", "H", "H", "Cl", "C", "C", "Cl", "H", "H", "H", "H", "Cl", "C", "C", "Cl", "H", "H", "H", "H", "Cl", "C", "C", "Cl", "H", "H", "H", "H", "Cl", "C", "C", "Cl", "H", "H", "H", "H"],
  "positions_angstrom": [[0.3954, 1.2413, 2.8614], [-0.2811, 2.4628, 2.5854], [-0.2828, 2.7542, 1.1845], [1.0628, 3.4476, 0.8282], [0.9798, 4.3073, -0.4902], [2.0086, 3.7218, -1.4529], [1.7255, 2.7380, -2.2918], [3.0512, 2.4824, -2.9921], [3.2712, 1.7027, -3.8137], [3.9910, 3.3799, -2.5202], [3.4599, 4.1633, -1.5228], [3.9847, 4.9572, -0.8675], [-0.3059, 0.3837, 2.8347], [1.2346, 1.0211, 2.1760], [0.8228, 1.3051, 3.8756], [-0.2920, 1.7898, 0.6405], [-1.1581, 3.3547, 0.9045], [1.4664, 4.0636, 1.6417], [1.7921, 2.6400, 0.6725], [1.1885, 5.3677, -0.2757], [-0.0229, 4.2757, -0.9471], [0.7672, 2.2473, -2.4278], [2.5727, 6.0510, 2.9146], [4.1411, 6.2525, 2.0893], [5.0687, 7.1652, 2.8527], [4.5035, 8.8562, 2.8478], [3.9478, 6.6230, 1.0862], [4.5846, 5.2612, 2.0055], [6.0539, 7.1584, 2.3878], [5.1765, 6.8488, 3.8889], [1.2711, 3.5834, 7.6815], [1.6621, 5.3163, 7.8189], [2.5279, 5.7976, 6.6804], [4.1725, 5.1130, 6.7486], [2.1427, 5.4777, 8.7818], [0.7157, 5.8561, 7.8136], [2.6345, 6.8809, 6.7307], [2.0970, 5.5430, 5.7148], [0.9256, -2.4480, 0.8498], [2.5398, -2.2881, 0.1058], [3.4520, -1.4077, 0.9222], [2.9306, 0.2980, 0.8976], [2.4099, -1.9030, -0.9032], [2.9605, -3.2906, 0.0363], [4.4591, -1.4362, 0.5111], [3.4989, -1.7321, 1.9601], [-4.1593, -5.8154, 1.7088], [-2.5459, -5.6582, 0.9626], [-1.6257, -4.7801, 1.7739], [-2.1337, -3.0744, 1.7531], [-2.6788, -5.2736, -0.0464], [-2.1306, -6.6632, 0.8930], [-0.6198, -4.8160, 1.3557], [-1.5759, -5.1044, 2.8116], [-2.3952, 1.7930, -4.1819], [-2.1207, 3.3896, -4.9268], [-1.0630, 4.1783, -4.1985], [-1.6039, 4.6863, -2.5751], [-3.0706, 3.9202, -4.9486], [-1.8038, 3.2110, -5.9539], [-0.8303, 5.0821, -4.7507], [-0.1455, 3.6047, -4.0832], [-8.6043, -9.7265, 1.6613], [-7.0984, -8.8701, 2.0809], [-6.0859, -8.9162, 0.9641], [-5.4370, -10.5588, 0.7106], [-6.7044, -9.3097, 2.9949], [-7.3693, -7.8351, 2.2875], [-5.2394, -8.2758, 1.2073], [-6.5120, -8.5741, 0.0232], [-4.8207, 8.8167, -3.8734], [-3.1346, 8.6104, -3.3375], [-2.1876, 8.4276, -4.4977], [-2.4371, 6.8677, -5.3251], [-3.0981, 7.7622, -2.6564], [-2.8656, 9.5084, -2.7822], [-1.1590, 8.4353, -4.1384], [-2.2978, 9.2209, -5.2341], [-5.7720, -16.5347, -1.2089], [-5.1412, -15.0970, -0.3653], [-5.0939, -13.8841, -1.2617], [-3.8661, -14.0421, -2.5440], [-4.1561, -15.3417, 0.0264], [-5.8069, -14.9058, 0.4758], [-4.8289, -13.0039, -0.6768], [-6.0554, -13.7008, -1.7366], [4.2621, -3.8082, -3.7601], [4.6429, -2.2019, -4.4361], [5.6908, -1.4788, -3.6280], [5.0819, -0.9992, -2.0259], [3.7183, -1.6306, -4.4896], [5.0062, -2.3625, -5.4504], [5.9861, -0.5644, -4.1414], [6.5788, -2.0905, -3.4821]],
  "lowdin_charge": [-0.13, -0.20, -0.20, -0.15, -0.13, -0.12, 0.10, -0.45, 0.18, 0.14, -0.39, 0.21, 0.09, -0.03, 0.09, 0.12, 0.12, 0.05, 0.05, 0.12, 0.00, 0.13, 0.60, -0.65, -0.66, 0.53, 0.06, 0.08, 0.07, 0.06, 0.54, -0.67, -0.68, 0.53, 0.07, 0.07, 0.07, 0.03, 0.56, -0.66, -0.65, 0.63, 0.05, 0.08, 0.02, 0.07, 0.56, -0.65, -0.67, 0.52, 0.07, 0.08, 0.04, 0.07, 0.55, -0.67, -0.67, 0.61, 0.06, 0.08, 0.00, 0.05, 0.54, -0.67, -0.67, 0.55, 0.07, 0.07, 0.01, 0.07, 0.54, -0.66, -0.63, 0.60, 0.06, 0.07, 0.08, 0.07, 0.53, -0.67, -0.67, 0.53, 0.07, 0.07, 0.02, 0.07, 0.53, -0.66, -0.64, 0.60, 0.07, 0.07, 0.08, 0.07],
  "smiles": "COCCCC1=CC(=O)OC1=O.ClCCCl.ClCCCl.ClCCCl.ClCCCl.ClCCCl.ClCCCl.ClCCCl.ClCCCl.ClCCCl",
  "total_energy_ev": -261302.9588,
  "lumo_energy_ev": -0.52,
  "fmax_ev_per_a": 4.910
}

{
  "formula": "C26H46InO2P2",
  "method": "ωB97M-V with the def2-TZVPD basis set",
  "symbols": ["In", "C", "C", "C", "C", "C", "C", "H", "H", "H", "C", "H", "H", "H", "C", "H", "H", "H", "C", "H", "H", "H", "C", "H", "H", "H", "C", "C", "C", "C", "C", "C", "C", "C", "H", "H", "H", "H", "H", "H", "H", "H", "H", "H", "H", "H", "P", "P", "C", "C", "H", "H", "H", "H", "C", "H", "H", "H", "C", "H", "H", "H", "C", "H", "H", "H", "C", "H", "H", "H", "C", "C", "O", "O", "H", "H", "H"],
  "positions_angstrom": [[-0.3211, 1.5638, -2.0060], [-0.4485, -2.6617, 2.8799], [0.9143, -2.7612, 2.4755], [0.7645, -1.1390, 4.1075], [-0.5254, -1.6846, 3.9126], [1.6511, -1.8159, 3.2390], [-1.5668, -3.4612, 2.3620], [-1.3045, -3.9449, 1.4130], [-2.4592, -2.8377, 2.1878], [-1.8651, -4.2583, 3.0645], [-1.7405, -1.3096, 4.6690], [-2.5023, -2.0871, 4.5982], [-2.1746, -0.3722, 4.2969], [-1.5052, -1.1609, 5.7293], [1.1087, -0.0438, 5.0402], [0.5278, -0.1260, 5.9689], [0.8866, 0.9428, 4.5963], [2.1773, -0.0661, 5.2907], [3.1221, -1.6341, 3.1790], [3.6462, -2.3243, 3.8614], [3.4064, -0.6130, 3.4720], [3.5040, -1.8275, 2.1694], [1.4684, -3.7252, 1.5094], [1.7461, -4.6697, 2.0072], [2.3730, -3.3202, 1.0343], [0.7357, -3.9632, 0.7291], [-1.6110, 1.2706, -3.6222], [-2.3537, -0.0446, -3.3541], [-1.6145, -1.2895, -3.9424], [-0.2227, -1.5648, -3.3610], [0.5008, -0.4705, -2.5924], [1.0978, 0.6050, -3.3231], [0.7183, 0.8916, -4.7642], [-0.7957, 1.2492, -4.9384], [-1.5498, -1.2586, -5.0380], [0.4328, -1.8813, -4.1959], [-2.2297, -2.1833, -3.7712], [-1.2269, 0.5499, -5.6620], [-2.2298, 2.1755, -3.6031], [-3.3018, 0.0574, -3.9318], [-0.8719, 2.2457, -5.3928], [1.3318, 1.7280, -5.1234], [2.0794, 1.0088, -3.0283], [0.9961, 0.0318, -5.3917], [-0.2913, -2.4738, -2.7492], [0.9684, -0.8754, -1.6769], [-3.1010, -0.5087, -1.6444], [3.2583, 2.5503, 0.5250], [0.6000, 3.2894, -0.8177], [2.0995, 3.4689, -0.7280], [0.1016, 3.3664, 0.1657], [0.1652, 4.0651, -1.4847], [2.5085, 3.1654, -1.7158], [2.3323, 4.5222, -0.4825], [3.3456, 3.7036, 1.9649], [4.3252, 3.6064, 2.4413], [2.5959, 3.3450, 2.6882], [3.1172, 4.7407, 1.7057], [4.8099, 2.8287, -0.4114], [4.9273, 3.8413, -0.8054], [4.8200, 2.1305, -1.2540], [5.6705, 2.5919, 0.2163], [-4.8713, -0.1504, -1.5280], [-5.3895, -1.1267, -1.3649], [-5.3064, 0.3569, -2.4064], [-4.9873, 0.4427, -0.5990], [-3.0505, -2.3152, -1.3955], [-2.6237, -2.5486, -0.4168], [-2.4914, -2.8539, -2.1828], [-4.0973, -2.6672, -1.4434], [-1.6509, 1.6832, 1.7983], [-1.1736, 0.9555, 0.5680], [-2.0479, 0.8835, -0.4702], [0.0091, 0.5568, 0.4143], [-2.1197, 0.9766, 2.5088], [-2.3956, 2.4344, 1.4948], [-0.8256, 2.1948, 2.3346]],
  "lowdin_charge": [0.98, -0.19, -0.19, -0.22, -0.15, -0.14, -0.05, 0.07, 0.08, 0.10, -0.01, 0.08, 0.08, 0.09, -0.04, 0.08, 0.08, 0.08, -0.01, 0.11, 0.08, 0.08, -0.04, 0.10, 0.07, 0.07, -0.35, -0.39, -0.20, -0.15, -0.12, -0.19, -0.14, -0.18, 0.11, 0.13, 0.09, 0.10, 0.09, 0.12, 0.12, 0.12, 0.13, 0.13, 0.11, 0.14, 1.05, 0.84, -0.27, -0.45, 0.04, 0.04, 0.05, 0.07, -0.31, 0.03, 0.02, 0.03, -0.34, 0.04, 0.02, 0.03, -0.22, 0.05, 0.06, 0.05, -0.21, 0.03, 0.03, 0.05, 0.01, -0.61, -0.28, -0.03, 0.07, 0.09, 0.10],
  "e_above_lowest_ev": 5.137,
  "total_energy_ev": -55540.2772,
  "charge": 1,
  "lumo_energy_ev": [-5.33, -5.34],
  "fmax_ev_per_a": 5.415
}